66
Properties=species:S:1:pos:R:3:forces:R:3 method="wB97M-V/def2-TZVPD" total_energy_ha=-1435.1684 orbital_gap_ev=7.8 total_charge=-1 homo_ev=-5.8
N 0.48039 0.24002 0.40501 1.679 2.694 -1.277
O -0.35170 0.98057 0.89678 8.422 -0.998 2.141
O 0.66080 -0.80135 0.95528 2.018 9.092 -13.065
O 1.06431 0.55348 -0.59832 0.236 1.161 0.699
C -0.96270 1.90077 3.28329 0.110 -1.235 1.467
O -0.78429 0.50595 3.02448 -0.471 1.611 3.232
H -0.24149 2.53729 2.77066 -0.392 -0.562 0.850
H -1.99121 2.21683 3.10897 -0.050 0.193 -0.468
H -0.81412 2.01704 4.35685 0.142 0.113 0.192
H -0.55432 0.44815 2.09422 -0.569 -0.130 1.570
C -1.62696 -0.12739 -1.14622 -1.338 1.147 0.670
O -2.61835 0.85228 -1.57672 -0.464 -3.827 -2.267
H -1.52145 -0.28594 -0.07299 -2.004 1.397 -2.071
H -1.83124 -1.12583 -1.53288 -0.057 0.347 0.468
H -0.63577 0.27227 -1.36046 -1.413 -0.844 -0.704
H -2.48084 1.55306 -0.93516 -0.901 -0.262 0.743
C 3.43837 0.10615 0.18571 2.200 1.197 1.055
O 3.89803 1.35414 0.62301 0.033 1.069 0.562
H 3.14705 -0.50812 1.03770 -0.182 0.361 0.124
H 2.61902 0.17784 -0.52959 2.843 2.052 0.761
H 4.28577 -0.43303 -0.23771 0.386 0.528 -0.105
H 4.12912 1.21139 1.54378 0.140 0.439 0.009
C 1.92941 -2.81467 -0.33771 3.516 -1.772 -1.427
O 2.50791 -3.88963 -0.43641 -0.128 -1.501 0.223
N 2.56840 -1.70525 -0.60482 0.409 -0.092 -1.247
N 0.67436 -2.58990 -0.15620 -5.346 -3.976 -1.735
H 2.00588 -0.86771 -0.55792 0.317 -2.249 -0.928
H 3.56725 -1.64958 -0.74368 -0.955 -0.897 -0.074
H 0.07313 -3.38317 -0.32754 0.283 -0.215 0.281
H 0.32648 -1.87409 0.46565 -0.382 -2.403 -1.836
C -0.89680 -0.12964 -3.53236 -0.649 -1.141 -0.505
C 0.56311 -0.07997 -3.09036 -1.481 -1.080 -2.194
C 1.18789 -1.44224 -3.32051 1.171 0.074 0.535
O 1.20052 0.80745 -3.96416 1.102 1.199 -0.478
H -1.04368 -0.55754 -4.52404 0.556 0.431 -0.433
H -1.43931 0.80968 -3.42520 0.197 -0.065 -0.326
H -1.44260 -0.82657 -2.89638 0.425 0.284 -1.431
H 0.62027 0.30219 -2.07115 0.404 -0.782 -1.861
H 0.95360 -1.94559 -4.25851 -0.870 0.157 0.086
H 1.04850 -2.06617 -2.43768 -0.211 -0.218 -0.513
H 2.26248 -1.31096 -3.44750 0.248 0.124 0.434
H 0.73456 1.63713 -3.83722 0.109 0.332 -0.262
C -1.37269 -2.82974 3.55755 0.909 -1.047 0.032
C -0.69984 -2.37074 2.26993 -0.330 1.201 0.937
C -1.71692 -1.52435 1.54486 -0.546 -0.665 -0.218
O 0.43193 -1.59719 2.58362 -0.909 -6.828 10.142
H -0.62805 -3.40569 4.10699 0.148 0.258 0.424
H -2.14839 -3.57435 3.37876 -0.418 0.263 -0.258
H -1.74132 -1.99368 4.15187 0.092 -0.026 -0.115
H -0.46335 -3.18954 1.59041 0.055 -0.592 0.701
H -2.49654 -2.23674 1.27506 -0.601 0.461 -0.119
H -1.35641 -1.06704 0.62346 -0.316 -2.384 1.852
H -1.99847 -0.66686 2.15603 -0.759 -0.682 0.028
H 0.79219 -1.14374 1.81799 1.626 -2.576 8.824
C -0.71611 3.62161 0.99216 -0.134 1.911 -0.633
C -1.53214 3.02942 -0.13785 2.036 -0.238 -0.783
C -0.64137 2.78430 -1.43434 -0.098 0.299 0.302
O -1.99091 1.78562 0.32855 -7.136 5.607 0.341
H -0.19565 4.52499 0.67415 0.021 0.223 -0.138
H 0.03873 2.94320 1.38972 -0.280 0.582 -0.944
H -1.40322 3.90497 1.78946 0.175 0.006 0.068
H -2.38850 3.61529 -0.47182 -0.036 0.322 0.380
H -1.09920 1.98597 -2.01842 -0.072 0.750 -0.203
H 0.35943 2.40057 -1.23623 -0.085 0.666 0.386
H -0.55185 3.67976 -2.04937 -0.079 0.118 0.065
H -1.19115 1.25459 0.32548 -2.347 0.623 -1.968